A structure of composition C8H10N4O, computed with wB97M-V/def2-TZVPD.

```
23
C8H10N4O, DFT wB97M-V/def2-TZVPD
C -2.4725 -0.4376 -0.3147
C -1.0786 1.6756 -0.5057
C -0.7728 1.3721 0.9409
C 0.8637 -0.2484 0.5867
C 1.4268 -1.4543 0.2857
C 2.5707 -1.4197 -0.4514
C 3.2791 -0.1805 -0.8332
C 2.8597 0.9356 -0.2650
H -3.1234 0.9178 -1.3812
H -1.3159 2.6556 -0.6948
H 0.2748 1.4238 -0.8625
H 0.2847 1.9569 1.1394
H -1.7745 1.4774 1.5349
H -2.0869 -1.3168 1.7174
H 0.6670 -2.1755 0.9401
H 3.1049 -2.3060 -1.0597
H 3.9900 -0.2112 -1.7472
H 3.3296 1.8792 -0.1958
N -2.0741 0.6768 -1.1445
N -0.3856 -0.0503 1.2953
N -1.5437 -0.9788 0.7247
N 1.7204 0.8368 0.4815
O -3.4282 -1.1436 -0.6938
```

Results
* molar mass: 178.19 g/mol
* HOMO: -8.81 eV
* relative energy (zero: lowest compared OMol25 entry of this formula, charge and spin): 570.9 kJ/mol
* frontier orbital gap: 9.24 eV

Results of the natural (NBO) charge analysis, in e, for atoms 1 through 8: 0.7495, -0.2264, -0.3211, 0.3608, -0.2788, -0.1608, -0.2594, 0.0157

***

The ion C2H2NO2S with charge +1, computed with wB97M-V/def2-TZVPD.

```
8
C2H2NO2S, DFT wB97M-V/def2-TZVPD
C -0.6544 -0.5914 -0.5708
C 0.6919 -0.6722 -0.6522
N -0.0500 0.8041 0.9785
O -0.2429 1.8018 2.0872
O -1.0819 0.2050 0.4212
S 1.4314 0.4426 0.4165
H -1.2945 -0.8452 -1.3672
H 1.2004 -1.1447 -1.3132
```

Results
* multiplicity: 3
* molar mass: 104.11 g/mol
* HOMO (spin up / spin down): -14.00 / -17.32 eV
* relative energy (zero: lowest compared OMol25 entry of this formula, charge and spin): 34.3 kJ/mol
* frontier orbital gap (spin up / spin down): 8.84 / 8.58 eV
* charge: +1

The molecule's natural (NBO) atomic charges, reported in e, are given here: 0.2131, -0.4002, -0.0737, 0.0265, -0.1810, 0.8860, 0.2723, 0.2571

***

A cluster of 2 separate species, C6H12O2 in total, computed with wB97M-V/def2-TZVPD.

```
20
C6H12O2, DFT wB97M-V/def2-TZVPD
C 1.0860 0.4008 -3.0597
C 1.0325 0.4879 -1.5795
C 0.4701 -0.3234 -0.6904
C 0.4247 0.0017 0.7317
C 0.0738 -0.8011 1.7384
O -0.1637 -2.1120 1.4298
C -0.2976 -0.4263 3.1497
H 2.0819 0.6046 -3.4710
H 0.8677 -0.5830 -3.4814
H 0.4336 1.1610 -3.4955
H 1.5660 1.3435 -1.1654
H -0.0587 -1.2504 -0.9010
H 0.6394 1.0447 0.9556
H -0.4897 -2.6333 2.1486
H 0.3832 0.2975 3.5914
H -0.2616 -1.3072 3.7885
H -1.2894 0.0212 3.1869
H -2.0029 1.4444 -1.7345
H -2.0100 1.4810 -0.1840
O -2.4852 1.1482 -0.9582
```

Results
* molar mass: 116.16 g/mol
* HOMO: -7.85 eV
* relative energy (zero: lowest compared OMol25 entry of this formula, charge and spin): 186.5 kJ/mol
* SMILES string: C/C=C/C=C(/C)O.O
* frontier orbital gap: 8.61 eV

Results of the natural (NBO) charge analysis, in e, for atoms 1 through 8: -0.6444, -0.1898, -0.2068, -0.3380, 0.3468, -0.6900, -0.6716, 0.2163

***

A structure of composition C16H24ClInN7SSbSe4Si, computed with wB97M-V/def2-TZVPD.

```
56
C16H24ClInN7SSbSe4Si, DFT wB97M-V/def2-TZVPD
In 0.7890 -0.1644 -0.8978
N -0.2829 1.0541 -5.0263
C -0.2099 2.3717 -4.6391
C 0.3673 2.3622 -3.4052
N 0.6329 1.0769 -3.0317
C 0.2185 0.3025 -4.0085
C 0.2080 -1.1407 -3.9398
N 0.5042 -1.8144 -2.8550
C 0.2883 -3.1307 -3.1378
C -0.1395 -3.2608 -4.4257
N -0.1716 -1.9858 -4.9386
H -0.7419 0.7159 -5.8496
H -0.5571 3.1708 -5.2699
H 0.6183 3.1834 -2.7545
H 0.4878 -3.8964 -2.4053
H -0.4080 -4.1213 -5.0131
H -0.4904 -1.7327 -5.8540
Se 6.0965 1.1227 0.7028
Sb 4.4717 -0.6952 0.6689
Se 2.9883 -0.6592 2.6329
Se 3.1512 -0.5488 -1.6174
Se 5.5081 -2.9495 0.5000
C 0.6538 3.3944 4.2146
Si -0.3706 3.4096 2.6316
C -2.1405 2.8656 3.0480
C -0.4667 5.2064 2.0237
C 0.2682 2.2944 1.3496
C 0.6142 1.4426 0.5482
H 0.1671 3.9550 5.0175
H 1.6399 3.8291 4.0396
H 0.8122 2.3681 4.5519
H -2.5893 3.4868 3.8292
H -2.1408 1.8280 3.3898
H -2.7768 2.9159 2.1617
H -0.9307 5.8554 2.7720
H -1.0520 5.2793 1.1042
H 0.5323 5.5947 1.8126
Cl -2.5636 -0.4404 -2.4925
C -1.5054 0.0614 -1.1116
H -1.9594 -0.4226 -0.2486
H -1.6945 1.1312 -1.0097
C -2.9763 -2.7167 2.7136
C -1.5464 -2.8261 3.2472
C -0.5477 -2.7986 2.1334
N -0.5531 -1.9469 1.1797
N 0.4665 -2.1088 0.2930
C 1.2750 -3.0974 0.5875
N 2.3189 -3.4578 -0.1667
S 0.7487 -3.9730 2.0010
H -3.6933 -2.6800 3.5369
H -3.2131 -3.5762 2.0843
H -3.0777 -1.8141 2.1135
H -1.4212 -3.7481 3.8178
H -1.3383 -1.9944 3.9250
H 2.5972 -2.7368 -0.8393
H 3.1350 -3.8403 0.3059
```

Results
* molar mass: 962.44 g/mol
* HOMO: -0.78 eV
* frontier orbital gap: 4.18 eV
* charge: -2

Results of the natural (NBO) charge analysis, in e, for atoms 1 through 8: 1.3198, -0.5084, -0.1112, -0.0529, -0.4258, 0.3331, 0.3130, -0.4152

***

A structure of composition C61H52BiBrN3O4P2S, computed with wB97M-V/def2-TZVPD.

```
125
C61H52BiBrN3O4P2S, DFT wB97M-V/def2-TZVPD
Bi -0.2276 0.4775 -1.4432
O -0.1806 -1.3036 2.9171
S 0.0245 -1.3781 1.4018
C 0.3235 -3.0577 0.9899
C 1.1449 -3.6510 1.9080
C 1.5911 -4.9652 1.7382
C 1.0537 -5.7139 0.7293
C 1.3060 -7.1382 0.3139
C 0.5459 -7.3154 -1.0236
C -0.3055 -6.0479 -1.1627
C -1.1584 -5.5896 -2.0959
C -1.6975 -4.3022 -1.9663
C -1.2587 -3.3079 -1.0738
P -2.1409 -1.7126 -1.0499
C -3.0981 -1.8032 0.5171
C -3.4930 -3.0054 1.0897
C -4.3969 -2.8345 2.1441
C -4.8362 -1.6557 2.6304
C -4.3985 -0.4712 2.0298
C -3.4563 -0.5271 1.0360
C -3.4074 -1.7104 -2.4108
C -3.1136 -1.9601 -3.7228
C -4.0062 -1.8101 -4.7327
C -5.2910 -1.3119 -4.3408
C -5.6746 -1.1272 -2.9950
C -4.6958 -1.2969 -2.0547
C -0.2209 -3.7681 -0.1247
C 0.1273 -5.1219 -0.1712
C 1.6645 -0.6894 1.3485
C 2.6035 -1.2947 0.6240
C 3.9500 -0.9095 0.6625
C 4.3514 0.0856 1.4959
C 5.7054 0.7478 1.7456
C 5.3896 2.0549 2.4601
C 3.9050 1.8541 2.8796
C 3.1056 2.5960 3.7229
C 1.7282 2.2961 3.6767
C 1.1590 1.3811 2.8372
P -0.6303 1.3510 2.6043
C -1.3426 1.2103 4.2753
C -1.1225 2.1509 5.3123
C -1.5598 1.9599 6.5669
C -2.2370 0.7603 6.9278
C -2.4160 -0.1874 5.9598
C -2.0144 0.0618 4.6259
C -1.1643 3.1843 2.4016
C -0.4677 4.0550 1.4917
C -0.7568 5.4140 1.3178
C -1.8866 5.9545 1.8750
C -2.6585 5.1249 2.7254
C -2.3069 3.7594 2.9369
C 1.9841 0.4873 2.0870
C 3.3157 0.8029 2.1735
H 1.5957 -3.1677 2.7599
H 2.3408 -5.3944 2.5037
H 2.4677 -7.3879 0.2255
H 0.8684 -7.7338 1.0940
H 1.2404 -7.4052 -1.9173
H -0.1577 -8.1823 -1.1074
H -1.5843 -6.3069 -2.8260
H -2.5199 -3.9643 -2.5504
H -3.1844 -3.9413 0.7466
H -4.7792 -3.7721 2.6830
H -5.4436 -1.6442 3.5281
H -4.8298 0.4983 2.3685
H -3.1533 0.3968 0.5165
H -2.0466 -2.2468 -3.9225
H -3.7062 -1.9921 -5.7796
H -6.0141 -1.2060 -5.1427
H -6.6107 -0.7592 -2.6972
H -4.8421 -1.0762 -0.9667
H 2.4613 -2.2127 0.2155
H 4.5869 -1.5636 0.1106
H 6.2735 0.1010 2.4068
H 6.1877 0.9595 0.7968
H 6.0052 2.2737 3.3453
H 5.3836 2.8793 1.7603
H 3.5247 3.4116 4.3388
H 1.0899 2.8021 4.3133
H -0.7282 3.1126 5.0817
H -1.5525 2.6891 7.3164
H -2.5601 0.7383 7.9270
H -2.9808 -1.1298 6.0967
H -2.1243 -0.6149 3.8281
H 0.2040 3.6099 -0.3496
H -0.1583 6.0694 0.6607
H -2.1703 6.9997 1.9090
H -3.5704 5.4725 3.2102
H -2.9047 3.1957 3.6217
C 2.7403 0.6034 -6.9263
C 3.3132 1.4735 -6.0217
C 2.7236 1.7140 -4.7897
C 1.5051 1.2232 -4.6010
C 0.8104 0.4962 -5.5509
C 1.4494 0.1034 -6.6845
N 0.7688 1.6360 -3.4196
N 1.0575 2.8095 -2.9666
C 1.0410 3.8494 -2.4982
C 1.2524 5.2000 -2.2387
C 2.1718 5.5258 -1.2772
C 2.5667 4.9042 -0.0440
C 1.7947 4.1532 0.7869
N 0.5692 3.5273 0.5647
H 3.2051 0.4709 -7.9254
H 4.1978 2.0544 -6.2312
H 3.0455 2.5603 -4.1401
H -0.2538 0.2931 -5.3142
H 1.0553 -0.5280 -7.4901
H 0.9903 5.9299 -2.9596
H 2.5684 6.5056 -1.3399
H 3.5322 5.2609 0.3539
H 2.0567 4.0112 1.8162
O -1.7008 0.8130 -3.2527
H -1.0573 1.5004 -3.5600
H -2.3572 1.3339 -2.8300
O 2.2242 1.3794 -0.9309
H 3.0868 1.2312 -1.3620
H 2.4110 1.4964 0.0363
Br -2.0651 3.2524 -1.7477
C 2.3084 -1.4869 -2.7602
C 0.8485 -1.2227 -2.7371
O 0.0357 -1.6813 -3.5542
H 2.7997 -1.0987 -3.6606
H 2.5387 -2.5626 -2.7973
H 2.8001 -1.0422 -1.8631
```

Results
* molar mass: 1274.00 g/mol
* HOMO: -9.92 eV
* relative energy (zero: lowest compared OMol25 entry of this formula, charge and spin): 394.5 kJ/mol
* frontier orbital gap: 7.23 eV
* charge: +1

Results of the Mulliken charge analysis, in e, for atoms 1 through 8: 1.8350, -0.9714, 2.8341, -0.5296, 0.2014, -1.4869, 0.2555, -0.6561

***

A cluster of 8 separate species, C26H54N2O16 in total, computed with wB97M-V/def2-TZVPD.

```
98
C26H54N2O16, DFT wB97M-V/def2-TZVPD
C -18.0562 -21.8374 4.9987
N -18.4761 -23.0466 4.2687
O -17.7188 -23.4431 3.3609
O -19.4597 -23.6766 4.7009
H -16.9772 -21.8920 5.1432
H -18.5365 -21.8913 5.9756
H -18.3502 -20.9280 4.4745
C -20.0532 -20.0018 1.3207
N -20.9746 -18.9384 1.0295
O -21.4140 -18.4019 2.0827
O -21.1431 -18.6404 -0.1420
H -19.1638 -19.7609 0.7385
H -20.4623 -20.9915 1.1174
H -19.7226 -19.9084 2.3552
O -15.6618 -19.1512 3.9796
C -15.3417 -20.3083 3.6131
O -15.5750 -20.8583 2.4026
C -16.4040 -20.3009 1.4314
C -16.5417 -21.2697 0.2972
C -14.4064 -21.1634 4.4810
H -15.8869 -19.4173 1.0572
H -17.3943 -20.1919 1.8735
H -17.3922 -21.0365 -0.3434
H -16.7292 -22.3118 0.5564
H -15.6775 -21.1895 -0.3622
H -14.8559 -22.1557 4.5195
H -14.1810 -20.7929 5.4810
H -13.4357 -21.3243 4.0122
O -22.7652 -21.9086 0.2236
C -23.8726 -22.3808 0.3110
O -24.4179 -23.1151 1.3479
C -23.5972 -23.5415 2.3591
C -23.0676 -22.4708 3.3582
C -24.7704 -22.2303 -0.8688
H -22.7563 -24.0571 1.8952
H -24.2316 -24.2660 2.8698
H -22.6603 -23.1474 4.1095
H -23.8861 -21.8892 3.7822
H -22.3527 -21.7556 2.9515
H -24.6549 -23.1260 -1.4791
H -24.3313 -21.4442 -1.4831
H -25.7308 -21.8648 -0.5054
O -22.1770 -12.7498 -2.5101
C -20.9206 -12.8422 -2.5367
O -20.1555 -13.7897 -1.9250
C -20.6555 -15.0570 -1.4552
C -21.7064 -15.0190 -0.2942
C -20.1091 -11.7860 -3.2582
H -19.8830 -15.7578 -1.1387
H -21.1546 -15.6393 -2.2297
H -21.8998 -16.0543 -0.0137
H -22.6526 -14.5533 -0.5698
H -21.4091 -14.4249 0.5700
H -20.8003 -11.0070 -3.5800
H -19.6886 -12.2314 -4.1598
H -19.3387 -11.2023 -2.7543
O -19.4326 -16.8821 5.0947
C -20.6241 -17.1715 5.2189
O -21.7057 -16.5876 4.7292
C -21.6184 -15.4880 3.8078
C -22.9489 -14.7608 3.6134
C -20.9531 -18.4621 5.9447
H -21.1321 -15.7987 2.8831
H -20.9994 -14.7420 4.3062
H -23.5820 -14.7271 4.5001
H -23.5745 -15.3660 2.9572
H -22.8251 -13.7859 3.1419
H -20.5832 -19.2528 5.2921
H -22.0094 -18.5900 6.1813
H -20.2917 -18.3753 6.8067
O -24.4240 -19.4026 -2.8726
C -25.0738 -18.3428 -2.6318
O -26.0362 -17.8572 -3.3485
C -26.2809 -18.3644 -4.6539
C -27.5653 -17.8425 -5.2156
C -24.8541 -17.5342 -1.3669
H -26.3112 -19.4533 -4.6927
H -25.4467 -18.0812 -5.2958
H -27.6699 -17.9723 -6.2928
H -27.6837 -16.7904 -4.9566
H -28.2818 -18.4248 -4.6363
H -25.5872 -17.7865 -0.6007
H -24.9296 -16.4635 -1.5562
H -23.8276 -17.7342 -1.0595
O -25.2402 -18.5095 4.5971
C -25.6890 -18.4350 3.4128
O -27.0035 -18.4107 3.0334
C -28.0029 -18.3919 3.9073
C -29.4071 -18.3889 3.2998
C -24.7127 -18.3519 2.2764
H -27.8648 -17.4921 4.5069
H -27.9162 -19.3104 4.4877
H -29.4358 -19.2699 2.6586
H -29.7396 -17.5962 2.6295
H -30.1864 -18.5867 4.0358
H -23.8075 -18.9552 2.3453
H -24.2875 -17.3512 2.3539
H -25.1774 -18.3881 1.2911
```

Results
* multiplicity: 2
* molar mass: 650.72 g/mol
* HOMO (spin up / spin down): -11.91 / -11.91 eV
* relative energy (zero: lowest compared OMol25 entry of this formula, charge and spin): 0.0 kJ/mol
* frontier orbital gap (spin up / spin down): 7.89 / 2.62 eV
* charge: +1

Results of the Mulliken charge analysis, in e, for atoms 1 through 8: -0.4301, 0.8878, -0.4912, -0.5151, 0.0455, 0.3706, 0.0864, -0.9724